(1)
154
Properties=species:S:1:pos:R:3:lowdin_charge:R:1 method="wB97M-V/def2-TZVPD" orbital_gap_ev=10.86
F 0.00378 1.04686 7.29243 0.20
H 3.11479 -0.71942 4.96302 0.13
H 0.94477 -2.14479 4.63328 0.09
H 3.79413 2.60545 -3.87211 0.09
C 2.01402 6.54716 2.29397 -0.14
H -6.29930 -1.76111 -1.09418 0.11
H -1.93672 -0.55309 -1.22312 0.10
C 1.44128 -1.31253 -0.38042 -0.15
H 1.49544 4.45320 1.98652 0.07
C 7.26629 -5.35188 -1.07777 -0.05
F 0.75085 8.97870 -1.07165 0.18
C -6.50775 -0.77090 -0.71544 -0.22
H 0.68196 0.67951 0.09176 0.08
C 4.59749 -3.24467 2.98425 -0.08
C 6.01756 -5.95875 -1.74437 -0.23
C 1.19240 5.26509 2.63598 -0.05
H 1.73484 -1.83308 3.12290 0.05
C 1.88692 8.29794 -0.98095 -0.53
F 0.83559 2.93987 7.04027 0.16
H 6.69859 -3.27662 2.91438 0.16
H 2.67393 3.80584 -2.00112 0.12
H -1.34108 3.16507 1.57491 0.06
H -0.49933 1.54983 1.44842 0.06
C -2.29103 -1.59898 -1.13947 -0.02
H 0.88226 -1.51405 -1.32863 0.14
H 3.72666 1.08886 -3.05418 0.08
O -2.40435 6.23981 1.58682 0.16
O 1.89131 6.81258 0.84469 0.03
C -3.06563 6.77717 -1.17730 -0.18
H 4.75238 2.46152 -2.32762 0.09
H 7.00468 -4.69229 -0.21480 0.08
H -0.95723 1.44969 -3.59873 0.10
C 3.91511 -4.65405 -4.55206 -0.49
C -2.15084 -2.14120 0.24054 -0.17
H -1.36838 -4.10150 -5.67447 0.15
O 1.58264 0.38734 5.47267 0.03
H 2.49554 -1.03159 -0.51901 0.11
C -3.35619 5.74061 1.04863 -0.32
F -3.02255 -2.20504 5.10981 0.17
O 3.67012 -6.34332 -2.80318 0.15
C 0.22986 2.64014 -2.25403 -0.54
H 5.28471 -6.19490 -0.93411 0.13
C -7.98491 -0.46852 -0.71246 -0.05
C 2.13308 -4.80698 0.72081 0.02
H 6.26226 -6.93730 -2.18196 0.13
C -1.75640 6.22228 -1.66177 -0.07
H -0.95693 6.22595 -0.83484 0.10
H 3.04804 6.52252 2.60438 0.12
C -2.17508 -4.46867 -0.34671 -0.39
F -3.83909 -2.09370 3.19494 0.16
H -6.08465 -0.65945 0.25961 0.11
O -5.96631 0.22303 -1.58107 0.00
F -1.62806 -2.03164 3.47537 0.12
H -3.34824 -1.54287 -1.41558 0.08
C 2.65433 2.72823 -2.13985 -0.25
F -5.74787 -2.58685 -5.15105 0.15
F -3.77612 4.64687 2.95053 0.16
H 3.69312 -2.67888 2.96785 0.05
H 6.40148 0.27688 -0.15142 0.09
H -3.85660 6.92408 -1.89318 0.12
C -1.43370 2.12296 1.53426 -0.04
H 1.46533 -0.12297 1.34411 0.06
H -0.92289 -3.22458 -4.18828 0.11
O -2.04623 0.41659 3.08931 0.02
H 5.20634 -0.92452 -0.85645 0.10
C 5.83632 -2.49853 2.79619 -0.21
C -5.16666 1.18137 -1.09544 -0.37
F -4.27888 3.39667 -1.83134 0.14
F 3.51656 -3.37589 -4.17131 0.12
O -2.78375 -4.03929 -4.15160 0.02
O -4.68661 1.26155 -0.01886 0.16
H 1.18660 -5.16512 0.36968 0.07
O 1.44577 2.43592 -2.87597 -0.03
O -2.69308 -3.46453 0.32787 0.07
F -1.02845 2.45070 5.95747 0.15
O -3.83130 0.58764 4.37212 0.18
H -0.15097 -0.62441 0.97557 0.06
F -2.87126 -6.29100 0.97573 0.18
O -3.69262 5.75344 -0.31059 -0.04
C -0.78186 2.49319 -3.30874 0.01
H 7.79144 -4.76161 -1.83850 0.08
H -1.69066 2.93691 -2.87440 0.07
H 4.58495 0.63632 -0.12249 0.09
H -8.60293 -1.19919 -0.20484 0.08
H -1.35189 6.84450 -2.47432 0.08
H -1.72279 2.36796 3.73797 0.12
C 4.34564 -5.45969 -3.26155 -0.38
O 5.52972 -5.12885 -2.76925 0.03
C -3.03786 -5.69036 -0.21296 -0.59
H -2.95273 7.69428 -0.53730 0.14
H -1.45405 -6.14466 -4.29068 0.09
F -5.35471 -2.44117 -3.00527 0.09
H -3.22420 2.08816 2.76850 0.13
O -0.00608 2.75686 -1.09217 0.11
C -4.42838 4.90717 1.82801 -0.60
F 1.80648 7.13062 -1.72671 0.10
H 2.80853 -5.59250 0.40387 0.09
O -1.08616 -4.51687 -0.85613 0.15
H 6.04618 -1.74517 3.54125 0.12
C 2.41525 -3.49914 0.08020 -0.49
C 5.39545 -0.15607 -0.07117 0.02
C 2.21594 -0.39795 4.44424 -0.20
C 2.28849 8.02737 0.50920 -0.39
H 2.55637 0.22491 3.61836 0.10
C 1.21982 -1.37354 3.94110 -0.05
H -1.80611 5.12693 -1.92310 0.08
H -1.85709 -2.20764 -1.90832 0.06
H 2.54181 2.33759 -1.09848 0.12
C 3.81809 2.15931 -2.85560 -0.08
H -2.24526 1.90098 0.79547 0.09
C 5.24063 -0.73139 1.32788 -0.51
C -1.40611 -4.11758 -4.55210 -0.22
C -4.92348 2.27501 -2.25037 -0.52
H 0.20281 -5.47650 -4.24891 0.09
H 1.52071 7.39561 2.80008 0.13
F 2.84595 -5.28045 -5.06505 0.15
F 2.87929 8.97013 -1.51867 0.18
O 2.88996 8.88583 1.13555 0.15
H -1.04562 -5.33290 -2.85643 0.06
C -2.83908 -1.59505 3.94050 -0.50
H -1.14931 -2.09738 0.50584 0.07
C 0.99283 1.51011 5.13935 -0.36
H 0.11257 5.33142 2.72229 0.06
O -2.89079 -1.86163 -4.73395 0.14
O 1.42015 -2.61850 0.30974 -0.02
C -2.12060 1.85947 2.84405 -0.18
F -4.30762 -5.30416 -0.34144 0.17
H -8.29305 -0.27632 -1.74217 0.09
F -4.72695 3.77446 1.30786 0.22
O 5.88218 -1.92669 1.45347 -0.02
F -2.74940 -6.53799 -1.14939 0.21
O 3.42609 -3.40736 -0.65566 0.05
F -5.50319 5.64781 2.13925 0.18
C -3.40409 -2.90723 -4.40744 -0.38
H -2.72100 -1.62422 0.95982 0.10
H 7.86334 -6.15110 -0.68055 0.06
O 4.60578 -0.25585 2.25210 0.07
C 0.16273 1.98091 6.39543 -0.54
C -0.83482 -5.32140 -3.93687 -0.05
O 0.97265 1.98496 4.01692 0.13
C 0.80157 -0.32649 0.55484 -0.06
F -4.25375 1.72490 -3.21606 0.20
C -2.95291 -0.05786 3.89980 -0.42
H -8.07176 0.52072 -0.15252 0.11
H 4.61776 -3.77731 3.92706 0.10
H 1.48571 4.94925 3.65262 0.08
F 4.87789 -4.71056 -5.44589 0.19
H 4.45535 -4.00757 2.27221 0.06
F -6.14168 2.68307 -2.67512 0.15
H -0.43088 2.97100 -4.27418 0.12
H 0.36664 -0.71652 3.63921 0.09
H 2.24910 -4.74992 1.78567 0.08
F -5.38229 -4.38088 -4.03692 0.19
C -5.00679 -3.13181 -4.17058 -0.47

=====

(2)
73
Properties=species:S:1:pos:R:3:mulliken_spin:R:1 method="wB97M-V/def2-TZVPD" orbital_gap_ev="4.12 / 10.53" spin_multiplicity=4 total_charge=+1 relative_energy_kj_mol=0.0
C -23.59075 -6.56043 1.97859 0.01
O -23.70008 -13.37100 0.06954 0.03
H -23.71028 -14.96725 -1.94683 0.00
H -24.12948 -10.80708 -3.87453 0.00
H -23.89122 -6.10585 -0.16109 0.00
C -20.89667 -15.92882 3.24796 0.00
O -21.00817 -13.79852 2.25489 -0.02
H -26.34492 -10.29389 5.53756 0.00
H -23.57556 -13.79087 2.72420 0.03
H -22.44824 -9.90083 -1.85362 -0.01
C -25.75443 -10.93746 4.89193 0.00
O -21.19487 -12.12555 -0.80718 0.06
C -19.59026 -7.26276 2.38891 0.00
C -22.75262 -12.51218 -3.86280 0.00
C -19.42937 -14.59283 0.03114 0.03
C -23.28628 -15.44088 -1.06290 0.00
O -20.64286 -10.53471 2.25958 0.07
H -22.22833 -5.81182 0.42564 0.00
C -23.64609 -14.60369 0.13671 0.02
H -20.25935 -6.45904 2.08500 0.00
H -22.20797 -15.46338 -1.21511 0.00
H -26.10641 -11.96724 4.95385 0.00
H -24.33267 -5.80467 2.21818 0.00
C -20.00190 -9.52523 2.17634 0.06
H -19.53169 -13.55575 0.32747 0.01
H -22.22777 -12.65815 -4.80119 0.00
N -19.97929 -15.43962 1.06078 0.01
H -23.81689 -8.43742 3.04839 0.00
H -21.99037 -11.70534 6.12291 0.00
H -20.59826 -16.95280 3.03770 0.00
H -21.33826 -11.87236 4.49335 0.01
H -19.88306 -14.77515 -0.94022 0.00
N -24.36248 -10.83702 5.29945 0.00
O -23.01261 -9.87353 0.86781 0.00
C -23.24310 -8.69064 0.99713 0.22
H -25.27876 -14.20667 2.49252 0.00
H -22.44462 -10.39765 -4.19642 0.00
H -25.12217 -8.14783 1.86486 0.01
H -23.74549 -11.03651 -1.52568 0.00
C -23.10032 -11.04236 -3.61416 0.01
H -18.35463 -14.77792 -0.07714 0.00
H -22.72529 -6.43324 2.63042 0.00
C -18.76923 -7.75056 1.21606 0.00
H -23.67076 -16.45700 -0.98668 0.00
O -23.53680 -11.52176 3.32564 0.06
H -21.96419 -15.87324 3.45841 0.00
O -22.73796 -7.78292 0.11791 0.03
C -22.84596 -10.87533 -2.12307 0.07
H -19.01948 -6.93587 3.25597 0.00
H -23.60421 -13.18346 -3.77398 0.00
H -19.27571 -7.53268 0.27478 0.00
H -24.13499 -10.65578 6.26161 0.00
C -18.72380 -9.26862 1.43699 -0.01
H -21.56813 -10.24776 5.17807 0.00
O -20.39952 -8.39043 2.79312 0.01
O -21.82620 -12.86526 -2.80349 0.00
H -17.89359 -9.53968 2.09753 0.00
N -23.93723 -15.27733 1.26260 -0.01
C -24.05819 -8.01589 2.07433 0.01
Ti -22.19770 -11.86526 1.26876 2.23
C -23.10811 -6.44311 0.51780 0.01
H -25.85039 -10.59708 3.86447 0.00
H -19.59184 -16.36599 1.11944 0.00
C -21.97245 -11.25749 5.12771 0.02
H -23.81340 -16.27410 1.25070 0.00
H -20.37005 -15.56782 4.13086 0.00
H -17.76633 -7.34134 1.11800 0.00
C -20.62530 -14.95591 2.13908 0.01
H -18.64294 -9.87238 0.53760 0.00
C -24.26146 -14.60822 2.51409 0.02
C -23.34896 -11.23435 4.50875 0.02
H -24.24777 -15.33520 3.32592 0.00
C -21.87946 -11.97666 -1.80452 -0.01

=====

(3)
68
Properties=species:S:1:pos:R:3:nbo_charge:R:1 method="wB97M-V/def2-TZVPD" orbital_gap_ev=8.63
H -2.22055 -5.78711 3.21170 0.18
H 6.38740 2.78240 -1.68059 0.22
H -3.67190 0.43231 4.27906 0.18
H -4.18014 0.99162 1.31449 0.17
Br 4.21494 1.60189 -5.06590 0.04
H -2.23975 -2.45795 2.94031 0.20
H -2.03336 1.07417 0.09107 0.16
H -4.06142 2.21112 2.59396 0.18
H 1.07302 5.54130 -2.27469 0.36
C -0.11299 1.94293 -2.25243 0.04
C -1.35831 2.77753 -2.10901 -0.43
H 1.50228 -4.47353 3.67077 0.17
C -4.11835 0.19644 3.30822 -0.09
C -3.71132 1.22409 2.27589 -0.09
C 5.86978 2.61365 -2.62272 -0.65
H 0.15172 -4.90662 4.73908 0.19
Br 4.17148 4.84123 -2.10141 -0.03
O 0.69233 -2.33444 -1.10870 -0.54
C -1.34085 3.80659 -0.96942 -0.40
H -0.72735 0.48296 1.13929 0.19
H -2.78609 -1.91885 4.53576 0.17
H -2.23075 -0.44924 0.99980 0.19
C -0.11056 4.68809 -0.83246 -0.23
C -1.43040 -4.73823 0.99971 -0.09
C 1.35739 -1.54455 -1.70463 0.69
O -2.30058 1.29876 2.13298 -0.55
H -0.26070 5.30552 0.05173 0.19
H 0.66385 -4.36048 1.31483 0.18
H -5.20731 0.22252 3.41916 0.18
H -2.18164 2.09473 -1.91778 0.21
C -0.30129 -3.95430 1.62909 -0.09
C 3.41401 2.50589 -3.54929 -0.30
N 2.63709 -1.83402 -2.24184 -0.65
H -2.18502 4.47427 -1.14142 0.21
C 2.23937 1.76620 -2.95863 -0.01
H 4.07207 2.44696 -1.50207 0.22
N 0.09651 5.55316 -2.00850 -0.86
H -1.78218 -0.85147 3.51701 0.18
H -0.35745 -2.91917 1.28112 0.20
C -1.80914 0.55875 1.03201 -0.26
C -2.57792 -1.59982 3.50884 -0.26
H -0.96414 0.10231 -1.45598 0.23
H -1.54330 3.26905 -3.05881 0.23
C 1.05795 2.48643 -2.80100 -0.20
H -1.98514 -7.47445 2.71616 0.19
H 6.02202 1.57808 -2.89682 0.25
H 3.17265 -2.40087 -1.58510 0.41
C 0.46858 -4.83555 3.69948 -0.25
O -3.75944 -1.10752 2.89250 -0.56
H 6.31260 3.29393 -3.34109 0.22
C 4.40689 2.91900 -2.41649 -0.21
O -1.37249 -6.11700 1.33612 -0.55
H -1.34150 -4.66254 -0.08759 0.19
H 0.78118 4.09400 -0.64665 0.19
H 0.42207 -5.82893 3.24780 0.18
C -2.26844 -6.48167 2.36949 -0.25
O -0.39652 -3.92346 3.04893 -0.56
H 1.03949 3.51362 -3.13225 0.23
O 4.49314 -0.47679 -2.47983 -0.54
H 3.00957 3.41102 -3.97371 0.24
H -0.10907 6.51335 -1.77336 0.36
H -1.53574 3.33482 -0.01008 0.21
C -0.09894 0.59592 -1.87410 -0.18
C 1.07897 -0.11700 -2.02372 -0.13
C 2.24508 0.43774 -2.52615 -0.10
H -2.39684 -4.31379 1.29091 0.17
H -3.29617 -6.52100 1.99217 0.17
C 3.31164 -0.59398 -2.45523 0.67